# 1
Formula: C4H8NS
Source: OMol25
Level of theory: ωB97M-V with the def2-TZVPD basis set

Properties
charge = +1
expectation value of S² = 2.02
orbital gap (alpha / beta) = 0.21753 / 0.34360 Ha
E = -16586.0646 eV
LUMO (alpha / beta) = -6.07 / -5.36 eV
HOMO (alpha / beta) = -11.99 / -14.71 eV
spin multiplicity = 3

Structure (XYZ):
```
14
C4H8NS, DFT ωB97M-V with the def2-TZVPD basis set
C -3.03274 -0.26189 -1.07609
C -0.34657 0.48461 -0.32283
C 2.29067 0.15849 0.72611
C 2.34740 -0.51071 -0.60493
N -3.43702 0.13259 0.23449
S 0.57296 -0.02931 -1.57223
H 1.97328 1.21989 0.59908
H 1.51832 -0.34873 1.43532
H 3.34139 0.13751 0.90851
H 2.41694 -1.67726 -0.65462
H 2.97865 -0.09916 -1.39151
H -4.28172 0.79085 0.12627
H -2.66798 0.70129 0.63542
H -3.67361 -0.69817 0.95701
```


# 2
Formula: C33H72F3N4O3S
Source: OMol25
Level of theory: ωB97M-V with the def2-TZVPD basis set

Properties
charge = +3
orbital gap = 0.38802 Ha
E = -66455.9169 eV
LUMO = -5.48 eV
HOMO = -16.04 eV
spin multiplicity = 1

Structure (XYZ):
```
116
C33H72F3N4O3S, DFT ωB97M-V with the def2-TZVPD basis set
C -26.21150 -1.34170 6.68609
C -25.19657 -0.31816 6.17671
C -24.84872 0.57254 7.34795
N -24.05804 1.74994 7.05295
C -22.76377 1.26838 6.46814
C -24.77256 2.64595 6.06416
C -24.46369 4.09718 6.46747
C -23.61342 3.97900 7.68981
C -23.81603 2.57826 8.26532
H -27.14231 -0.89489 7.09841
H -25.76659 -2.01903 7.44347
H -26.44859 -1.98021 5.87973
H -25.69325 0.24659 5.37062
H -24.24486 -0.82584 5.81611
H -24.27548 -0.00890 8.11894
H -25.82121 0.97342 7.70665
H -22.01149 2.02290 6.26738
H -22.90911 0.76044 5.54241
H -22.29446 0.57101 7.21028
H -24.45321 2.29634 5.04778
H -25.85057 2.39527 6.16169
H -23.89421 4.56417 5.64433
H -25.30423 4.67409 6.70296
H -22.61336 4.06616 7.29573
H -23.69167 4.62767 8.53719
H -22.92243 2.20280 8.79485
H -24.66892 2.50844 8.92246
C -20.21559 5.90159 -0.55206
C -19.53021 5.26663 0.64045
C -18.83284 4.02628 0.25060
N -18.04405 3.32161 1.37016
C -16.82687 4.09547 1.77121
C -17.77211 1.92437 0.96011
C -19.09416 1.17300 1.11905
C -19.79473 1.81145 2.32342
C -18.98164 3.09828 2.55649
H -21.03585 5.24477 -0.97215
H -19.49840 6.15983 -1.33261
H -20.78548 6.79134 -0.20355
H -20.27947 5.10129 1.38333
H -18.79101 5.92967 1.06748
H -18.17346 4.16039 -0.64254
H -19.63857 3.29309 0.06437
H -17.03851 5.00322 2.34938
H -16.29665 4.38384 0.91740
H -16.26856 3.40953 2.39478
H -16.96153 1.53799 1.69887
H -17.36042 1.95971 -0.08579
H -18.91432 0.09041 1.24479
H -19.71330 1.29384 0.17171
H -19.72199 1.20233 3.19503
H -20.84996 1.87444 2.06367
H -18.35886 2.93767 3.45969
H -19.50508 4.09329 2.69656
C -25.46848 -5.90690 6.61704
C -26.50753 -5.45659 5.57263
C -25.78299 -5.40306 4.12328
N -26.56481 -4.77084 2.96025
C -26.96100 -3.30433 3.20511
C -27.91271 -5.49702 2.91659
C -28.44537 -5.35148 1.44318
C -27.19810 -4.87365 0.66932
C -25.91012 -4.89587 1.60184
H -25.89989 -5.62903 7.60826
H -24.54343 -5.29216 6.55786
H -25.37450 -6.96497 6.58002
H -26.89935 -4.47256 5.84946
H -27.38058 -6.10228 5.58152
H -25.51571 -6.44570 3.75960
H -24.90568 -4.78428 4.28608
H -26.00313 -2.77568 3.37739
H -27.50698 -3.18744 4.10935
H -27.54215 -2.97238 2.34715
H -28.56070 -5.03039 3.67022
H -27.76355 -6.57039 3.15135
H -29.16376 -4.59716 1.34987
H -28.84065 -6.30040 1.07167
H -27.27340 -3.87698 0.27876
H -27.09093 -5.45047 -0.21090
H -25.16631 -4.14725 1.40215
H -25.38488 -5.88646 1.61082
C -16.16758 -6.58953 -0.06691
C -16.96372 -5.34850 0.15519
C -18.39726 -5.80326 0.29648
N -19.44766 -4.66951 0.22369
C -19.11599 -3.46849 1.16232
C -19.62230 -4.14616 -1.19751
C -20.92678 -3.40101 -1.15020
C -21.81897 -4.30933 -0.28549
C -20.85043 -5.20135 0.47760
H -16.09061 -7.18110 0.88068
H -15.19097 -6.43267 -0.48738
H -16.68181 -7.27166 -0.79096
H -16.89991 -4.60385 -0.65230
H -16.56607 -4.93159 1.05768
H -18.61414 -6.22123 1.32304
H -18.74748 -6.50723 -0.44101
H -18.93647 -3.89687 2.14073
H -19.97257 -2.79035 1.15110
H -18.18495 -3.10274 0.76370
H -18.74268 -3.51804 -1.42112
H -19.70866 -4.99500 -1.88275
H -20.88017 -2.47678 -0.64661
H -21.31292 -3.26001 -2.15504
H -22.32055 -3.75982 0.45765
H -22.42951 -4.98405 -0.84481
H -20.98699 -5.13664 1.52346
H -20.87540 -6.26288 0.15785
C -22.19441 -2.54220 4.22315
F -21.46764 -2.02882 5.26972
F -21.57925 -3.64226 3.73731
F -23.39066 -2.89286 4.70037
S -22.35265 -1.28929 2.92669
O -21.09596 -1.35850 2.19616
O -23.57515 -1.86292 2.27475
O -22.51376 -0.06485 3.67110
```


# 3
Formula: C25H44Cl3N4O3PtSeSi
Source: OMol25
Level of theory: ωB97M-V with the def2-TZVPD basis set

Properties
charge = -1
expectation value of S² = 2.01
orbital gap (alpha / beta) = 0.07258 / 0.21666 Ha
E = -152779.1675 eV
LUMO (alpha / beta) = 2.26 / 0.38 eV
HOMO (alpha / beta) = 0.29 / -5.51 eV
spin multiplicity = 3

Structure (XYZ):
```
82
C25H44Cl3N4O3PtSeSi, DFT ωB97M-V with the def2-TZVPD basis set
C -1.42929 -4.20828 -3.77460
C -0.31974 -3.20266 -3.56873
H -1.39464 -4.60265 -4.78712
H -2.42081 -3.72359 -3.63074
H -1.39376 -5.08288 -3.11584
C 0.63784 -2.99485 -4.48937
C 0.88773 -3.80449 -5.68194
H 1.16409 -2.05520 -4.52150
H 0.03581 -3.89502 -6.37793
H 1.13854 -4.81935 -5.39270
H 1.76660 -3.45499 -6.20425
Pt -0.27692 0.30431 2.74604
Cl 0.42212 -1.50604 3.94540
Cl -1.05187 2.06318 1.45773
H 0.20540 3.55382 5.90756
H -1.73295 1.77152 8.32435
C -0.87494 3.44391 5.94992
C -2.18237 1.78875 7.33627
N -1.20449 2.07080 6.28720
H -1.33142 3.74679 5.00780
C -0.83742 1.15336 5.41835
O -0.32003 1.54875 4.31589
H -2.59181 0.81190 7.09644
H -0.92792 0.09296 5.66799
H -1.26779 4.08780 6.73543
H -2.95244 2.55126 7.34424
H -2.43952 0.74567 -3.37191
H -0.79038 0.08688 -5.10069
C -1.95903 1.70864 -3.13977
C -0.63541 1.17536 -5.06941
N -0.63859 1.64321 -3.69899
H -1.86832 1.85952 -2.06847
C 0.38993 2.33948 -3.10636
O 0.21670 3.01030 -2.09241
H 0.31512 1.39160 -5.54000
H 1.36144 2.18420 -3.63869
H -2.56752 2.53036 -3.53771
H -1.45797 1.64191 -5.64308
O -1.44541 -1.39722 -2.08999
C -0.35054 -2.47254 -2.21230
C 1.36355 -0.77013 -2.69661
C 1.01153 -1.87949 -1.91828
H 0.58105 -0.45016 -3.40905
C 2.68243 -0.27477 -2.60130
H -0.56020 -3.23171 -1.45414
C 1.90012 -2.39606 -0.94024
H 2.91751 0.58327 -3.24587
C 3.58608 -0.87435 -1.74737
C 3.18946 -1.89721 -0.88118
H 1.52255 -3.16062 -0.25006
H 4.59817 -0.52601 -1.68264
H 3.89211 -2.32928 -0.18705
Si -2.46067 -1.33032 -0.65651
Cl -0.29286 -1.03682 0.88577
C -3.40541 0.27745 -0.85923
C -3.24319 -1.29268 1.26011
C -3.12180 -3.01297 -1.10194
H -3.55390 0.39188 -1.93091
H -2.83344 1.11872 -0.44752
H -4.40791 0.33624 -0.42074
H -3.23133 -2.99709 -2.19101
H -4.06606 -3.31792 -0.65860
H -2.34875 -3.76001 -0.88966
H -2.94692 -2.06347 1.98521
H -4.35649 -1.39007 1.22378
H -3.10130 -0.35489 1.84148
C 1.96410 3.96621 1.25651
N 2.55472 3.05113 2.20913
C 3.17749 3.37843 3.39471
C 3.64390 2.21720 3.95121
N 3.29803 1.20338 3.08137
C 3.58767 -0.20958 3.27508
C 2.63330 1.71194 1.99919
Se 2.02092 0.80100 0.54187
H 1.90726 4.94167 1.72788
H 0.96409 3.64101 0.98389
H 2.58994 4.05750 0.37202
H 3.24051 4.41364 3.72474
H 4.19979 2.01989 4.85223
H 4.59079 -0.26596 3.73061
H 2.82999 -0.68762 3.89179
H 3.60514 -0.68786 2.29524
```


# 4
Formula: C23H25N3O3S
Source: OMol25
Level of theory: ωB97M-V with the def2-TZVPD basis set

Properties
structure (SMILES) = COc1ccc(C2(O)CCN(CC(=O)Nc3nc(-c4ccccc4)cs3)CC2)cc1
orbital gap = 0.30923 Ha
E = -45705.2493 eV
LUMO = 0.56 eV
HOMO = -7.85 eV
spin multiplicity = 1

Structure (XYZ):
```
55
C23H25N3O3S, DFT ωB97M-V with the def2-TZVPD basis set
C -7.98760 -2.93592 0.19849
H -7.27871 -3.69302 -0.15255
O -7.82069 -1.71617 -0.48169
C -6.62567 -1.07182 -0.37995
C -5.53286 -1.52194 0.35265
C -4.36423 -0.78193 0.37704
C -4.24581 0.41115 -0.32250
C -5.34957 0.86212 -1.03713
C -6.52074 0.13561 -1.06865
H -7.37687 0.48719 -1.62215
H -5.30466 1.80578 -1.55958
C -2.94469 1.19892 -0.28323
C -1.79678 0.33844 -0.85265
C -0.46144 1.04841 -0.65603
N -0.16185 1.32259 0.75419
C 0.41616 2.64104 0.92416
C 1.84573 2.66584 0.41018
O 2.39711 3.64436 -0.04349
N 2.47432 1.46494 0.53860
C 3.76547 1.25847 0.13547
N 4.36975 0.12827 0.22406
C 5.65071 0.20352 -0.25326
C 5.99570 1.44538 -0.70907
S 4.69824 2.56922 -0.54760
H 6.92910 1.76910 -1.11991
C 6.48665 -0.99017 -0.22324
C 7.75407 -1.01775 -0.80389
C 8.52152 -2.16564 -0.75251
C 8.04039 -3.30271 -0.12412
C 6.78105 -3.28589 0.45277
C 6.00977 -2.14134 0.40399
H 5.02778 -2.11550 0.84953
H 6.40038 -4.17028 0.94322
H 8.64444 -4.19735 -0.08599
H 9.50194 -2.17481 -1.20657
H 8.13953 -0.14115 -1.30146
H 1.94055 0.68383 0.90156
H -0.14361 3.44403 0.42015
H 0.46032 2.88117 1.99137
C -1.27981 1.04297 1.63924
C -2.60720 1.63316 1.16225
H -3.40667 1.34237 1.84353
H -2.54564 2.72235 1.15853
H -1.36616 -0.04417 1.73022
H -1.03901 1.43304 2.63039
H 0.34553 0.43420 -1.07395
H -0.49117 1.98979 -1.22006
H -1.78356 -0.64213 -0.38121
H -1.96358 0.18700 -1.92236
O -3.03514 2.40034 -1.02931
H -3.16613 2.18105 -1.95872
H -3.53626 -1.14856 0.96581
H -5.57786 -2.44386 0.91083
H -9.00175 -3.26219 -0.02642
H -7.88045 -2.81132 1.28100
```


# 5
Formula: C3H3N3O2
Source: OMol25
Level of theory: ωB97M-V with the def2-TZVPD basis set

Properties
orbital gap = 0.33280 Ha
E = -11720.9770 eV
LUMO = -1.26 eV
HOMO = -10.32 eV
spin multiplicity = 1

Structure (XYZ):
```
11
C3H3N3O2, DFT ωB97M-V with the def2-TZVPD basis set
C 1.36915 -0.17864 0.20046
C -0.74543 -0.26115 -0.77385
C -0.77052 0.74254 0.40268
H 3.09482 0.08634 1.04119
H 0.73078 -1.82279 -1.13675
H 0.71554 0.26972 2.24483
N 2.63760 -0.55004 0.39736
N 0.56372 -0.61687 -0.96657
N 0.57279 0.57857 0.86352
O -1.83745 -0.61855 -1.25173
O -1.92244 1.08962 0.85358
```


# 6
Formula: C3H11NO2Si
Source: OMol25
Level of theory: ωB97M-V with the def2-TZVPD basis set

Properties
structure (SMILES) = C[Si](C)(C)O.N=O
orbital gap = 0.34240 Ha
E = -16750.1189 eV
LUMO = -0.37 eV
HOMO = -9.68 eV
spin multiplicity = 1

Structure (XYZ):
```
18
C3H11NO2Si, DFT ωB97M-V with the def2-TZVPD basis set
C -1.89927 -1.22403 -1.13731
C -0.35280 0.38734 1.32083
C 0.20585 0.77010 -1.98456
N 2.20572 0.44996 3.00758
O 3.07454 0.82402 2.27388
O 0.74945 -1.50224 -0.22140
Si -0.33203 -0.35701 -0.47944
H -2.50143 -0.34172 -1.37160
H -1.82954 -1.69349 -2.15768
H -2.42072 -1.82238 -0.42476
H -0.80115 1.44061 1.21748
H -0.92278 -0.17633 2.12632
H 0.59682 0.54503 1.83719
H 0.30734 1.85266 -1.77399
H 1.03976 0.52579 -2.71772
H -0.75396 0.65324 -2.61607
H 1.98667 1.30661 3.58460
H 1.64755 -1.63816 -0.48335
```


# 7
Formula: C2H3NO2S
Source: OMol25
Level of theory: ωB97M-V with the def2-TZVPD basis set

Properties
structure (SMILES) = NC(=S)C(=O)O
orbital gap = 0.31024 Ha
E = -18543.0698 eV
LUMO = -0.28 eV
HOMO = -8.72 eV
spin multiplicity = 1

Structure (XYZ):
```
9
C2H3NO2S, DFT ωB97M-V with the def2-TZVPD basis set
C 0.33086 -0.73926 -0.06547
C 0.15388 0.56675 -0.88652
H 0.00797 -1.54426 1.82280
H -0.63453 0.11934 1.51688
H -0.84945 2.18967 -0.75321
N -0.10631 -0.71292 1.21876
O -0.67551 1.36897 -0.19809
O 0.66677 0.78737 -1.93811
S 1.10631 -2.03566 -0.71703
```


# 8
Formula: C30H82N2O10
Source: OMol25
Level of theory: ωB97M-V with the def2-TZVPD basis set

Properties
structure (SMILES) = COC[C@H](C)N.COC[C@H](C)N.CC(C)O.CC(C)O.CC(C)O.CC(C)O.CC(C)O.CC(C)O.CC(C)O.CO
orbital gap = 0.33886 Ha
E = -55890.1814 eV
LUMO = 0.13 eV
HOMO = -9.09 eV
spin multiplicity = 1

Structure (XYZ):
```
124
C30H82N2O10, DFT ωB97M-V with the def2-TZVPD basis set
C 3.58497 -3.13247 -3.75603
C 3.26469 -4.52634 -3.15354
C 4.55242 -5.14910 -2.78441
O 2.35160 -4.43822 -2.02544
H 3.98117 -3.36189 -4.74522
H 4.26564 -2.51523 -3.16967
H 2.72786 -2.49335 -3.96808
H 2.77670 -5.22131 -3.83692
H 5.18724 -5.22557 -3.66718
H 4.32402 -6.15444 -2.43056
H 5.10915 -4.65233 -1.98980
H 2.62025 -3.65683 -1.53673
C -1.80760 -5.69176 0.73051
C -0.75889 -6.49505 1.40600
C -1.26317 -7.43431 2.51488
O -0.00490 -7.33951 0.51665
H -1.41578 -5.07978 -0.08193
H -2.30526 -4.99170 1.40161
H -2.60137 -6.25957 0.24509
H -0.05779 -5.83911 1.92207
H -0.38837 -7.93311 2.93204
H -1.92755 -8.13759 2.01278
H -1.73140 -6.82013 3.28407
H 0.52230 -6.77156 -0.05001
C -1.75074 -1.58272 -5.59895
C -1.38548 -0.23528 -6.32732
C -1.33960 -0.35300 -7.88575
O -2.40561 0.68840 -6.00355
H -1.97625 -1.40427 -4.54757
H -0.94137 -2.30753 -5.68664
H -2.65912 -1.94051 -6.08363
H -0.41770 0.16580 -6.02627
H -2.28416 -0.70305 -8.30214
H -0.64522 -1.13409 -8.19533
H -1.07960 0.64196 -8.24707
H -3.21078 0.36359 -6.41319
C 2.93091 3.35060 -3.44775
C 3.42824 4.39119 -4.50069
C 2.37200 4.40113 -5.68913
O 3.48146 5.74619 -3.97469
H 3.63129 3.16053 -2.63445
H 2.66597 2.35531 -3.80457
H 2.11649 3.86965 -2.94239
H 4.41224 4.06501 -4.83751
H 2.45910 3.56591 -6.38406
H 2.49813 5.31493 -6.26978
H 1.33493 4.37721 -5.35445
H 4.04365 5.73722 -3.19658
C 3.40708 3.84063 4.60587
C 2.52596 2.58809 4.26209
C 1.15998 2.97624 3.70616
O 3.18775 1.98427 3.18378
H 2.90937 4.46596 5.34704
H 3.51977 4.63038 3.86309
H 4.34149 3.60663 5.11600
H 2.50904 1.80507 5.02017
H 1.27004 3.62020 2.83363
H 0.69582 3.52909 4.52287
H 0.47997 2.17502 3.41676
H 4.03485 1.65183 3.48957
C -6.08477 0.33076 -1.58399
C -5.88620 -1.00143 -0.84087
C -5.29340 -0.68974 0.58295
O -7.16422 -1.52723 -0.62214
H -6.38132 1.18574 -0.97638
H -6.85246 0.23701 -2.35208
H -5.08617 0.54556 -1.96445
H -5.30527 -1.71423 -1.42611
H -4.50859 0.06556 0.54159
H -4.77925 -1.53479 1.04084
H -6.01384 -0.44942 1.36481
H -7.06128 -2.40091 -0.23783
C 7.21369 -0.22163 0.79885
C 7.10936 -0.90296 2.17731
C 8.28279 -1.80586 2.48633
O 7.00788 0.07582 3.15470
H 6.27298 0.28945 0.59401
H 7.37746 -0.99124 0.04454
H 8.01147 0.51864 0.73837
H 6.12034 -1.36071 2.19759
H 8.09919 -2.27344 3.45368
H 9.18685 -1.20105 2.55681
H 8.40499 -2.54701 1.69648
H 7.87921 0.37418 3.42553
C -3.09215 -1.40095 6.54616
C -2.81550 -2.87392 6.34300
C -1.53978 -3.30345 7.17460
O -0.38978 -2.53570 6.83018
C 0.24769 -2.81468 5.58533
N -3.99729 -3.60635 6.74844
H -2.29588 -0.71413 6.25920
H -3.25398 -1.32056 7.62107
H -3.99474 -1.03837 6.05427
H -2.58979 -3.11289 5.30375
H -1.23752 -4.32854 6.96023
H -1.62504 -3.24468 8.25967
H 1.20049 -2.30823 5.43122
H -0.45239 -2.46093 4.82847
H 0.42162 -3.87932 5.42916
H -4.08063 -3.65773 7.75369
H -3.87740 -4.56487 6.45352
C -2.82505 5.31634 -1.53478
C -3.94082 6.21341 -2.17573
C -4.35152 7.43730 -1.35892
O -4.94037 7.07961 -0.14535
C -5.25867 8.27089 0.62068
N -3.52489 6.49023 -3.50726
H -3.05032 5.02949 -0.50762
H -1.90091 5.88871 -1.45434
H -2.59928 4.41245 -2.10056
H -4.82692 5.57900 -2.19623
H -5.04898 8.10373 -1.86637
H -3.41752 7.96965 -1.17904
H -5.81480 7.79170 1.42640
H -5.87343 9.03972 0.15265
H -4.42386 8.71059 1.16646
H -2.60257 6.90185 -3.50566
H -3.33505 5.58596 -3.91514
C 0.39928 -0.35048 -0.40273
O 1.71397 -0.74245 0.02309
H 0.36349 0.73749 -0.34686
H 0.08601 -0.62531 -1.40992
H -0.32876 -0.67862 0.33915
H 1.99775 -0.08435 0.66181
```


Relative energy (zero: lowest compared OMol25 entry of this formula, charge and spin) in eV, matching the order above: 6.317; 1.044; 2.727; 1.286; 4.980; 5.258; 0.383; 1.193